# 1
15
Properties=species:S:1:pos:R:3:forces:R:3 method="wB97M-V/def2-TZVPD" homo_lumo_gap_ev=10.7 total_charge=+1
C -1.737208 1.771207 -0.346330 0.1949 -0.2048 0.1352
O -1.689456 0.352174 -0.030158 0.0028 0.3874 -0.5635
H -1.740847 1.929743 -1.420023 -0.2871 -0.0304 -0.1375
H -2.606007 2.201166 0.143379 0.0294 0.1925 -0.1052
H -0.824591 2.231939 0.014598 0.0423 -0.0013 0.3259
H -2.397778 -0.035820 -0.558270 0.0325 -0.3010 0.2335
C 1.672097 -1.379730 -0.694437 -0.1842 0.4501 0.1082
C 1.002736 -0.520161 1.444061 -1.2415 0.3307 1.0886
N 0.786761 -0.603987 0.204826 0.6149 -1.2002 -0.0496
H 2.280640 -2.079419 -0.125619 -0.1397 0.0364 0.0885
H 2.332375 -0.661215 -1.180648 -0.1355 -0.1720 -0.2665
H 1.036813 -1.909393 -1.398004 0.1730 0.0386 -0.1501
H 1.753740 -1.037096 2.012326 0.8252 -0.0994 -0.4720
H 0.290060 0.019354 2.062437 -0.0984 0.1144 -0.2455
H -0.159341 -0.278756 -0.128131 0.1714 0.4588 0.0101

# 2
16
Properties=species:S:1:pos:R:3:forces:R:3 method="wB97M-V/def2-TZVPD" homo_lumo_gap_ev=8.0 total_charge=-1
C 0.963930 -0.387533 -1.023940 -2.2954 -0.8902 -0.2989
O -0.361388 -0.844626 -1.391250 2.7736 0.6477 -0.4783
C 0.938859 0.235372 0.410625 2.9707 -1.3885 2.3151
C 0.431987 1.665531 0.730099 -0.9527 1.9467 1.2155
N -0.003037 -0.652437 1.167164 -0.3660 0.4855 -1.2673
H 1.304341 0.302609 -1.764987 0.4981 0.8772 -0.6227
H 1.661655 -1.266195 -1.070817 -0.2048 0.5433 0.4730
H 1.967965 0.065403 0.987199 -1.4171 0.8456 -1.5741
H -0.487448 2.081289 0.241982 -0.0077 -1.6025 0.0836
H 0.141759 1.686828 1.898082 1.0130 0.0955 -2.6347
H 1.012014 2.595401 0.419626 0.5834 -1.5122 0.7874
H -0.619495 -0.313995 0.366632 -1.6335 -2.3664 1.6520
H 0.203670 -1.682818 0.966285 -0.3141 2.0609 -0.1660
H -1.681193 -0.917472 -1.160368 -1.4111 0.2887 1.6286
H -2.786198 -1.699546 -0.110755 0.4266 1.6471 -1.1814
O -2.687420 -0.867811 -0.665579 0.3369 -1.6785 0.0682

# 3
16
Properties=species:S:1:pos:R:3:forces:R:3 method="wB97M-V/def2-TZVPD" homo_lumo_gap_ev=7.5 total_charge=-1
C -0.008255 2.011359 -0.565688 -1.1450 0.8890 2.2037
N 0.592359 1.358358 0.598746 0.1992 -1.0594 -0.5553
C 0.721319 -0.151238 0.335403 1.0912 1.1541 -0.5968
O -0.362395 -0.857647 0.585163 -0.6891 -0.0613 0.7502
C -1.250115 1.319551 -1.078810 0.0985 -0.3252 -2.8996
H -0.321736 3.020611 -0.185980 0.2703 -0.4218 -0.4882
H 0.741800 2.192516 -1.314334 0.2574 -0.1983 -0.5572
H -0.105342 1.380403 1.340922 0.0793 -0.0038 -0.0354
H 1.625149 -0.444045 0.879711 0.2392 -0.2127 0.6606
H 1.080283 -0.265776 -0.727093 -0.1721 0.5019 -0.0299
H -2.109732 1.218832 -0.445469 0.0390 -0.1511 0.8490
H -1.026613 0.352452 -1.568494 -0.0198 0.1299 0.8981
H -1.622714 1.862460 -1.959955 -0.0590 0.5113 0.0263
H 0.218044 -3.753116 0.952576 0.3381 1.2419 -1.3101
H 0.155956 -2.179344 0.488607 -0.6881 -0.0144 -0.1807
O 0.417483 -3.138794 0.190195 0.1609 -1.9799 1.2653

# 4
16
Properties=species:S:1:pos:R:3:forces:R:3 method="wB97M-V/def2-TZVPD" homo_lumo_gap_ev=6.8 total_charge=-1
C -1.720194 -0.283163 -0.290108 0.2933 -0.1608 0.0551
N -0.263101 -0.428283 -0.257075 -0.3230 -0.2584 0.1506
C 0.321849 0.449821 0.769164 -0.1137 -0.5851 -0.3823
C 0.730731 1.813295 0.090970 0.3303 0.2286 0.1185
O 0.314402 1.903064 -1.185123 0.0109 -0.0456 -0.0886
H -2.132823 -0.824294 -1.141748 0.0268 0.1395 -0.2448
H -2.012190 0.773012 -0.324822 -0.1265 -0.0992 -0.0563
H -2.145609 -0.774017 0.585566 -0.1241 0.1306 0.2872
H 0.061939 0.064732 -1.103943 -0.0379 0.0305 -0.1981
H 1.159174 -0.103050 1.203481 0.1930 0.2827 0.1198
H -0.420868 0.578901 1.544824 -0.2211 0.1903 0.4467
H 1.838527 1.885548 0.214094 0.1583 -0.0118 -0.0760
H 0.360782 2.627061 0.754514 -0.1921 0.1016 0.0913
H 0.188543 -2.085969 0.379760 0.4508 -0.0524 -0.3387
H 0.155771 -3.311352 1.347974 -0.0050 0.0045 0.0331
O 0.670428 -2.928121 0.633759 -0.3200 0.1052 0.0826

# 5
16
Properties=species:S:1:pos:R:3:forces:R:3 method="wB97M-V/def2-TZVPD" spin_multiplicity=2 homo_lumo_gap_ev="4.1 / 8.0" total_charge=0
O -1.698605 1.108136 0.164197 -0.7345 3.0277 -3.2672
C -1.512236 0.274407 0.995396 0.9229 -4.6806 4.7858
C -0.479410 -0.920004 0.708981 -2.3525 1.7412 -0.0865
N 0.743329 -0.281782 0.107756 0.1189 0.2244 -0.7180
C 1.900000 -0.652690 0.920034 2.6977 1.8493 0.2961
H -2.287704 -0.045696 1.841244 1.1929 0.5520 -1.4423
H -0.956165 -1.606434 -0.000170 0.4269 -0.0195 -0.6462
H -0.248101 -1.497711 1.585302 0.2381 0.0319 0.3844
H 0.666206 0.783186 0.087274 -0.6841 -1.5254 0.2391
H 0.834555 -0.532537 -0.928824 0.1145 0.4653 1.8483
H 1.658779 -0.565307 1.990455 -0.1851 -0.3205 -0.5038
H 2.274459 -1.635615 0.634296 -0.1666 0.0352 0.2103
H 2.760707 0.132463 0.796577 -1.4890 -1.5263 -0.1664
H 0.579368 1.451945 -2.696175 -0.4166 -1.6421 0.4269
H 0.176559 -0.056101 -2.897303 -1.0495 -1.7485 -2.6252
O 0.434593 0.558614 -2.278377 1.3660 3.5360 1.2646

# 6
16
Properties=species:S:1:pos:R:3:forces:R:3 method="wB97M-V/def2-TZVPD" homo_lumo_gap_ev=11.6 total_charge=+1
C 3.225731 0.188917 -0.133157 0.1005 0.2443 -0.3019
C -2.566512 0.021005 -0.302782 -0.3662 0.2449 -0.3129
C 1.922335 -0.174100 0.448111 0.1338 -0.1827 0.2356
N -2.185932 -1.116789 0.243514 0.2614 -0.4343 0.3139
O -1.530579 1.311442 0.285058 0.1154 0.0012 -0.0935
O 0.855568 0.293460 0.103879 -0.0711 0.0732 -0.1042
H 3.744899 -0.708363 -0.469540 0.0184 -0.0956 0.0164
H 3.844767 0.623526 0.653726 0.0458 0.0012 0.0788
H 3.120133 0.894822 -0.953400 -0.0041 -0.0027 0.0121
H -2.393143 0.122356 -1.369584 0.0501 -0.0048 0.1234
H -3.497983 0.442026 0.059980 0.1368 -0.0093 0.0062
H 1.960085 -0.921089 1.257676 -0.1435 -0.0091 0.0367
H -1.410730 -1.637982 -0.137012 -0.1038 0.0263 -0.0362
H -2.434288 -1.329067 1.197164 -0.0842 -0.0413 -0.0515
H -1.589375 2.100198 -0.276287 0.1455 0.0350 0.0950
H -0.589948 0.957101 0.262282 -0.2348 0.1536 -0.0178

# 7
18
Properties=species:S:1:pos:R:3:forces:R:3 method="wB97M-V/def2-TZVPD" homo_lumo_gap_ev=6.1 total_charge=-1
N 0.688988 0.216024 1.503967 -0.6576 -0.3580 -0.0257
C 0.360456 -0.175875 0.058706 1.8041 -0.0201 2.7267
C -0.957933 -0.907569 0.015061 -0.2827 -0.3397 0.2222
O -1.894886 -0.248083 0.859611 -0.6789 0.2005 -0.1744
C 1.547826 -0.948699 -0.438488 0.3340 -0.3314 -1.2297
S 1.667619 -0.823713 -2.325681 -0.2923 -0.0305 0.9074
S 0.212304 0.586888 -2.731118 -0.0045 0.2704 -0.9963
H -0.202812 0.166588 1.992851 0.1522 0.0501 0.2156
H 1.300242 -0.450782 1.957570 0.0137 -0.1934 -0.0899
H 0.395892 0.817954 -0.336855 -0.4419 -0.2990 -1.2598
H -1.333481 -1.072274 -0.995226 0.0864 0.4083 -0.1224
H -0.879748 -1.905096 0.464418 0.4308 0.0635 0.0184
H 1.501993 -2.003382 -0.148086 -0.2880 -0.0470 -0.1591
H 2.483730 -0.590289 -0.005631 -0.1375 0.4114 -0.0562
H -0.587795 1.961260 0.503094 0.8797 -0.2222 0.7682
H -0.986141 2.307128 -0.895608 0.0156 -0.0722 -0.0345
H -2.062033 0.635669 0.491726 -0.0112 -0.1007 -0.0524
O -1.254226 2.434254 0.029691 -0.9220 0.6101 -0.6582

# 8
18
Properties=species:S:1:pos:R:3:forces:R:3 method="wB97M-V/def2-TZVPD" homo_lumo_gap_ev=8.0 total_charge=-1
O 3.984665 -0.298153 -0.834181 -0.2289 0.1915 -0.1488
C 2.791402 -0.276760 -1.058339 0.8871 -0.2776 0.0725
C 1.826005 0.645831 -0.399112 -0.8246 -0.1449 0.2791
N 0.490430 0.555405 -0.993489 0.6921 -0.3660 0.1114
C -0.249907 -0.579742 -0.409645 -1.6907 0.1297 0.5582
O -0.843194 -0.293020 0.807562 0.6829 0.1512 0.0194
H 2.363427 -1.064314 -1.705664 -0.2371 0.1784 -0.1455
H 2.155390 1.683685 -0.369823 0.3453 -0.0739 -0.1559
H 1.846292 0.281983 0.647128 -0.1968 0.2443 0.0221
H -0.018503 1.386220 -0.719480 -0.2366 0.0841 -0.0806
H 0.428971 -1.445553 -0.371522 0.2483 -0.0181 0.1153
H -1.068687 -0.879694 -1.090908 0.3535 0.1272 -0.4645
H -1.491598 1.064124 0.688911 0.0267 0.2346 -0.2555
H -2.661476 1.971997 0.049019 -0.2330 -0.1552 -0.0948
O -1.800407 2.035833 0.456543 0.3143 0.0147 0.2878
H -2.410868 -2.071940 2.351032 -0.0020 -0.0852 -0.0590
H -2.398486 -0.962955 1.335091 0.2280 -0.7917 -0.2608
O -2.943457 -1.752947 1.616879 -0.1286 0.5567 0.1996

Energy relative to the best compared isomer or geometry (same formula, charge and spin) for every record listed, in sequence, given in kJ/mol: 107.1 223.1 66.0 90.0 174.5 132.7 59.5 234.6.